The following is a quantum chemistry calculation of 18 unconnected molecules or ions with the total composition H37O18, from the OMol25 dataset.

The geometry in XYZ format:
```
55
Properties=species:S:1:pos:R:3
O 0.73 0.52 -3.44
H 5.48 1.88 0.93
H 0.80 -0.47 -3.43
O 2.98 0.98 -1.99
H -2.43 -1.30 5.47
O -2.78 0.17 -1.17
H -3.64 -0.24 -1.40
H 1.34 0.30 -6.05
O 1.99 -5.00 -1.51
H 3.69 0.47 -1.47
H 1.43 -4.35 -2.00
O 0.74 3.17 3.19
H -0.18 3.26 3.08
H -1.93 -2.82 -3.87
O -1.97 -0.68 6.12
H -1.93 0.06 5.55
H -0.15 -1.49 -1.12
O -0.51 0.38 1.80
H -0.68 3.98 0.24
H 0.57 -2.02 4.82
O 1.87 1.94 1.13
H 1.26 2.66 1.19
H 2.82 2.34 1.20
O -3.10 0.52 3.00
H -2.21 0.42 2.67
H 2.07 -0.22 -4.72
O 0.03 -1.50 -2.16
H 0.35 0.53 2.12
H 1.74 -5.86 -1.99
O -2.41 -2.76 3.15
H -2.60 -3.76 3.20
H -1.50 -2.49 3.38
O 0.47 1.22 -1.17
H 0.68 1.63 -0.30
H -0.39 1.39 -1.58
O 4.57 1.58 0.95
H -3.27 -0.34 3.43
H 4.24 1.71 1.99
O -2.31 -2.29 -3.14
H -0.72 -1.87 -2.55
H -2.65 -2.99 -2.69
O -1.75 1.53 -3.62
H -2.28 2.15 -4.32
H -2.47 1.03 -3.16
O 1.64 -0.47 -5.47
H -0.19 0.83 -3.35
H 1.22 3.93 2.80
O 0.52 -2.27 3.85
H -2.05 -0.53 -1.18
H 1.01 -3.03 3.68
O -0.68 3.67 1.05
H 2.50 1.54 -1.29
H -0.95 2.72 1.03
H -0.55 -0.53 1.96
H 1.53 0.81 -2.83
```

Summary:
Relative energy (zero: lowest compared OMol25 entry of this formula, charge and spin), kcal per mole: 157.1
Maximum force, eV/Å: 6.2
HOMO-LUMO gap, eV: 10.09
Total charge: +1
E_tot, eV: -37446.6183

These are the natural (NBO) partial charges, in e, on atoms 1 to 8: number 1, O, carries -0.856; number 2, H, carries 0.493; number 3, H, carries 0.567; number 4, O, carries -0.990; number 5, H, carries 0.464; number 6, O, carries -0.964; number 7, H, carries 0.492; number 8, H, carries 0.494